1.
Molecular formula: C5H9NO2
Method: DFT, the ωB97M-V functional and the def2-TZVPD basis

Cartesian coordinates (Å):
C -1.10 -1.11 0.42
C -0.26 0.03 -0.11
C 0.08 -0.05 -1.59
C -1.00 1.46 0.16
O -1.07 2.18 1.15
N 0.81 0.47 0.77
C 2.02 -0.22 0.81
O 2.84 -0.05 1.69
H -1.17 -1.12 1.52
H -0.68 -2.07 0.12
H -2.13 -1.04 0.04
H 0.64 -0.96 -1.83
H 0.70 0.79 -1.91
H -0.83 -0.03 -2.21
H -1.73 1.64 -0.64
H 0.69 1.02 1.62
H 2.17 -0.96 0.01

Calculated values
2S+1 = 1
SMILES = CC(C)(C=O)NC=O
HOMO energy = -0.3513 Ha
Electronic energy = -401.117896 Eh
Energy above the lowest of the compared OMol25 structures with the same formula, charge and spin = 154.5 kJ/mol
HOMO-LUMO gap = 10.10 eV

***

2.
Molecular formula: H26O13
Method: DFT, the ωB97M-V functional and the def2-TZVPD basis

Cartesian coordinates (Å):
H 0.51 0.39 -0.48
H 0.30 -0.55 0.74
H 2.84 0.70 2.17
H 2.94 1.91 1.20
H -1.33 0.76 -3.50
H -2.20 0.37 -4.67
H 0.16 4.84 -1.99
H 0.93 4.42 -0.76
H 1.68 -2.25 1.91
H 2.68 -1.39 1.29
H 0.57 -2.28 -1.83
H 0.46 -3.55 -1.02
H -1.67 -4.17 0.75
H -0.24 -3.87 1.17
H -2.07 -2.48 0.16
H -0.73 -1.74 -0.03
H 0.18 2.84 3.22
H 0.38 2.83 1.78
H 2.77 -0.35 -1.31
H 2.89 0.14 0.13
H -1.57 3.99 -2.87
H -2.46 4.16 -1.60
H -1.06 0.50 4.10
H -0.07 -0.23 3.02
H -2.34 -3.02 -1.44
H -2.58 -2.11 -2.46
O 0.65 0.26 0.49
O 3.26 1.58 2.04
O -1.79 1.14 -4.26
O 0.24 4.16 -1.30
O 2.44 -1.60 2.18
O 0.47 -3.18 -1.93
O -1.10 -3.91 1.55
O -1.62 -1.90 -0.39
O 0.53 2.23 2.58
O 2.28 -0.40 -0.40
O -1.78 3.64 -1.96
O -1.00 0.19 3.19
O -2.72 -2.20 -1.50

Calculated values
2S+1 = 1
HOMO energy = -0.2855 Ha
Electronic energy = -993.303226 Eh
Energy above the lowest of the compared OMol25 structures with the same formula, charge and spin = 1234.0 kJ/mol
HOMO-LUMO gap = 7.31 eV

***

3.
Molecular formula: C6H10OS
Method: DFT, the ωB97M-V functional and the def2-TZVPD basis

Cartesian coordinates (Å):
C 0.35 2.42 -0.26
C 0.69 1.16 0.64
C 1.78 0.18 0.01
C 0.95 -0.99 -0.54
O 1.13 -2.10 0.20
C -0.47 -0.48 -0.55
S -2.18 -0.35 -0.02
C -0.53 0.25 0.72
H -0.54 3.06 -0.06
H 1.22 3.12 -0.55
H 0.35 1.99 -1.44
H 0.91 1.55 1.52
H 2.03 0.82 -0.88
H 2.52 -0.18 0.54
H 1.38 -1.34 -1.54
H 2.13 -1.68 0.71
H -0.45 0.17 -1.36
H -0.36 -0.36 1.67

Calculated values
2S+1 = 1
SMILES = C[C@@H]1C[C@@H](O)[C@H]2S[C@@H]21
HOMO energy = -0.3240 Ha
Electronic energy = -707.816876 Eh
Energy above the lowest of the compared OMol25 structures with the same formula, charge and spin = 612.8 kJ/mol
HOMO-LUMO gap = 9.38 eV